# C4H6S2

One molecule with the formula C4H6S2 (ωB97M-V/def2-TZVPD, the OMol25 dataset).

Geometry (Å):
C (-0.067, 0.953, -0.299)
C (0.857, 1.622, -0.993)
C (-0.493, -0.293, 0.191)
C (0.434, -1.221, 1.058)
S (-1.145, 1.383, 0.995)
S (-1.817, -1.234, -0.525)
H (0.792, 2.693, -0.977)
H (1.713, 1.201, -1.663)
H (1.499, -1.102, 0.866)
H (0.277, -2.225, 0.831)
H (0.158, -1.180, 2.164)
H (-2.208, -0.597, -1.647)

Its relative energy (zero: lowest compared OMol25 entry of this formula, charge and spin) is 1.845 eV. The calculation puts the total energy at -25913.4464 eV. As for the SMILES: C=C1S[C@@]1(C)S. The value obtained for the HOMO energy is -8.3 eV.